No. 1
Below is a single C11H14OS molecule, with properties calculated with ωB97M-V/def2-TZVPD.

```
27
Properties=species:S:1:pos:R:3:forces:R:3:nbo_charge:R:1
C 2.980 2.822 0.612 -0.157 -0.531 -1.935 -0.58
H -1.603 -2.791 1.747 -1.139 0.569 -1.551 0.19
H -0.150 1.035 -2.406 0.988 1.436 0.496 0.21
H 3.252 2.777 1.622 0.790 0.098 1.490 0.21
H -5.150 -1.837 0.495 1.769 -0.328 -0.252 0.23
H 3.904 2.733 -0.058 -1.373 -0.028 0.832 0.21
C -4.135 -2.192 0.082 -0.661 -0.294 2.885 -0.72
H 2.481 3.768 0.439 0.242 0.380 -0.105 0.21
O -0.161 -1.935 0.864 -0.977 0.375 -0.986 -0.49
H -4.218 -2.121 -0.938 -0.111 -0.015 -2.560 0.21
C -0.249 -0.162 -0.785 -0.681 -0.810 1.161 -0.24
S -2.719 -0.998 0.486 -0.177 -0.270 -1.048 0.59
C 0.344 1.072 -1.406 -2.103 -2.895 -0.950 -0.19
H 3.456 0.360 1.012 0.644 -0.137 0.362 0.20
H 1.212 1.933 1.146 -2.306 0.578 1.860 0.21
C -1.565 -2.307 0.698 1.958 -2.181 2.736 -0.47
H -2.190 0.047 -1.866 0.027 0.147 -0.136 0.22
C 1.751 -0.725 0.638 1.029 -2.151 1.007 -0.25
C 2.435 0.398 0.708 0.150 -0.189 -0.402 -0.13
H 2.253 -1.637 1.102 -0.784 1.044 -0.934 0.22
H -1.648 -1.657 -1.545 -0.222 -0.565 -0.357 0.23
H 1.705 2.736 -1.437 -0.571 -1.062 -0.310 0.21
C 1.890 1.728 0.408 2.889 0.582 -0.629 -0.33
C -1.646 -0.639 -1.229 1.171 0.985 1.437 -0.43
C 0.397 -0.943 0.183 -0.766 1.400 -0.649 0.40
C 1.309 1.825 -0.926 0.211 1.957 -1.317 -0.17
H -3.934 -3.291 0.357 0.161 1.906 -0.145 0.26
```
Positions in Å, forces in eV/Å.

Computed properties:
highest occupied orbital energy = -6.9 eV
total charge = 0
orbital gap = 7.488 eV


No. 2
Below is 2 unconnected molecules or ions with the total composition C10H13NO, with properties calculated with ωB97M-V/def2-TZVPD.

```
25
Properties=species:S:1:pos:R:3:forces:R:3:nbo_charge:R:1
H -0.433 2.368 -2.963 -1.177 -1.629 0.427 0.20
C 0.168 0.863 1.925 -2.905 -4.002 -3.181 -0.09
H 0.153 -4.545 -2.519 0.183 -1.069 -0.940 0.17
C 0.828 1.368 3.032 4.670 0.539 4.048 -0.63
C 0.213 2.985 -1.231 -0.422 -2.471 0.214 -0.24
N -1.038 -0.663 0.607 1.553 2.386 1.072 -0.56
C -0.646 0.470 -0.152 -0.851 -0.857 -0.064 0.18
H 0.415 3.941 -1.762 0.180 -0.976 0.734 0.22
H 0.592 -4.483 -0.734 -0.559 0.129 -0.930 0.17
H 1.273 3.289 0.560 -0.372 -0.574 0.324 0.21
H -1.491 -0.041 -2.135 0.230 0.368 0.325 0.23
H 1.236 -3.281 -1.836 -0.079 -0.527 -0.377 0.19
C 0.364 -3.934 -1.689 0.785 1.580 1.966 -0.25
H 1.047 2.449 3.014 -0.664 -0.270 0.140 0.22
H 1.950 0.953 3.057 -2.024 0.651 0.002 0.20
H -1.124 -1.552 0.131 0.079 -0.057 0.256 0.43
C 0.620 2.581 0.026 0.444 2.481 0.741 -0.20
C -0.479 -0.412 1.889 1.218 4.265 -2.924 -0.03
C -0.994 0.675 -1.474 2.009 2.930 -0.828 -0.26
H -1.540 -3.455 -1.621 0.092 0.022 0.022 0.47
H 0.415 1.038 4.023 0.227 0.579 -0.910 0.23
O -0.699 -2.991 -1.543 -0.534 -0.082 0.344 -0.74
C -0.464 1.946 -1.919 -0.682 0.951 -2.632 -0.21
H -0.479 -1.003 2.713 -0.486 -2.144 1.941 0.20
C 0.113 1.433 0.600 -0.913 -2.224 0.231 -0.11
```
Positions in Å, forces in eV/Å.

Computed properties:
highest occupied orbital energy = -7.2 eV
structure (SMILES) = Cc1c[nH]c2ccccc12.CO
total charge = 0
orbital gap = 7.810 eV


No. 3
Below is 9 unconnected molecules or ions with the total composition C8H34O10, with properties calculated with ωB97M-V/def2-TZVPD.

```
52
Properties=species:S:1:pos:R:3:forces:R:3:nbo_charge:R:1
H -2.810 -3.249 -2.390 0.000 0.280 0.066 0.16
C -2.863 -1.606 -0.371 -0.995 -0.719 1.657 -0.08
H 0.950 1.798 -3.467 -0.162 0.653 -0.085 0.17
O 0.108 3.315 0.639 0.014 -0.347 0.649 -0.75
H -4.532 -0.937 3.268 -0.088 -0.397 -0.149 0.16
H 2.078 -3.354 -1.023 -0.120 -0.028 -0.100 0.18
H 2.541 -1.699 -0.773 -0.102 0.244 -0.233 0.20
C 2.007 2.082 -3.522 0.285 -0.833 -0.510 -0.25
H -1.639 4.290 1.120 0.305 0.122 -0.045 0.18
O 0.591 -1.941 -1.416 0.472 -0.110 -0.321 -0.76
H 0.808 -1.860 1.878 -0.034 -0.218 -0.122 0.49
O 0.195 -2.470 1.435 -0.063 0.137 -0.319 -0.98
H -1.352 2.921 2.160 0.506 -0.102 0.125 0.15
H 1.843 0.908 -0.214 -0.268 -0.361 -0.046 0.49
H 0.794 -0.085 -0.711 -0.255 -0.029 -0.049 0.50
H 3.313 2.481 -0.353 -0.180 -0.337 -0.287 0.19
O 3.813 0.459 -0.427 -0.049 0.289 0.179 -0.74
H 4.999 2.155 -0.697 0.015 -0.076 -0.017 0.18
H 2.355 -2.337 -2.454 0.143 0.205 0.094 0.17
H 4.477 -0.090 -0.002 -0.100 -0.156 -0.014 0.48
H 0.215 -2.222 0.494 -0.014 -0.133 0.471 0.47
H -6.164 -0.872 2.568 0.019 0.150 -0.157 0.19
H -2.684 -1.224 1.784 -0.101 -0.408 0.059 0.18
O 2.349 3.222 -4.293 -0.539 0.255 0.148 -0.72
O 0.882 0.784 -0.299 0.451 0.212 0.124 -0.99
H 1.713 0.179 2.413 0.130 -0.177 0.213 0.51
C 1.968 -2.346 -1.434 0.203 -0.469 0.377 -0.27
H 0.330 2.388 0.448 0.060 0.077 -0.327 0.50
C -2.695 -3.720 -1.410 -0.010 -0.668 0.511 -0.25
H -3.241 -4.665 -1.431 -0.074 0.048 -0.052 0.19
C -1.208 3.287 1.138 -1.254 0.285 -0.176 -0.26
H 0.203 -2.428 -2.150 -0.484 0.203 0.166 0.49
C 4.139 1.806 -0.121 0.289 0.914 0.044 -0.27
O 2.130 -0.702 2.465 0.007 0.409 -0.185 -0.98
O -3.204 -2.981 -0.326 0.096 0.202 -0.771 -0.53
H 4.335 2.005 0.936 0.097 -0.430 0.102 0.17
H 2.948 -0.567 2.949 -0.081 -0.046 0.068 0.47
H -1.779 -1.473 -0.391 0.031 0.179 -0.332 0.18
H -1.650 -3.993 -1.217 0.171 0.216 -0.220 0.16
O -4.700 -1.292 1.223 0.299 -0.304 -0.444 -0.52
O 1.135 1.952 3.237 -0.067 0.377 -0.164 -0.97
H 1.645 2.368 3.941 -0.065 -0.056 -0.028 0.48
H -3.398 -1.078 -1.166 0.238 -0.208 -0.389 0.16
H 0.766 2.693 2.721 0.224 -0.296 -0.023 0.50
C -5.117 -0.644 2.379 0.431 0.485 0.924 -0.24
C -3.354 -1.004 0.949 0.612 0.887 -0.893 -0.07
H 2.358 2.228 -2.504 0.144 -0.035 -0.108 0.18
H 1.953 3.107 -5.161 0.051 0.121 -0.015 0.46
H -1.888 2.684 0.526 0.213 -0.104 -0.170 0.17
H 2.486 1.222 -4.008 0.207 -0.170 0.570 0.15
H -3.233 0.070 0.729 -0.128 0.248 0.482 0.15
H -4.917 0.439 2.333 -0.482 0.016 -0.279 0.16
```
Positions in Å, forces in eV/Å.

Computed properties:
highest occupied orbital energy = -9.4 eV
structure (SMILES) = COCCOC.CO.CO.CO.CO.O.O.O.O
total charge = 0
orbital gap = 9.616 eV


No. 4
Below is 2 unconnected molecules or ions with the total composition C3H7Cl2P, with properties calculated with ωB97M-V/def2-TZVPD.

```
13
Properties=species:S:1:pos:R:3:forces:R:3:nbo_charge:R:1
Cl -1.780 -1.893 0.040 1.303 1.346 -0.139 -0.47
Cl 2.329 -1.079 0.293 0.054 -0.063 0.070 -0.05
H 0.985 0.729 -1.703 0.108 0.077 0.097 0.26
C 0.195 -0.004 -1.514 -0.207 0.036 -0.313 -0.75
H 0.378 -1.174 1.595 -0.080 0.203 -0.110 0.29
H 0.585 -0.978 -1.802 0.049 0.003 0.022 0.27
C 0.813 -0.406 0.954 0.469 -0.101 0.304 -0.53
H -1.446 0.790 1.785 -0.046 -0.130 0.390 -0.02
P -1.564 1.068 0.424 -0.451 0.106 -0.228 0.41
H -0.669 0.248 -2.126 0.027 -0.026 -0.008 0.25
H -0.769 2.226 0.554 0.309 0.317 -0.039 -0.05
H 1.097 0.445 1.586 -0.114 -0.087 -0.231 0.25
C -0.154 0.028 -0.085 -1.422 -1.681 0.187 0.13
```
Positions in Å, forces in eV/Å.

Computed properties:
highest occupied orbital energy = -9.7 eV
total charge = 0
orbital gap = 8.300 eV


Question: Which value of highest occupied orbital energy does entry 4 give?
Answer: -9.7 eV